# 1
Molecular formula: CH4S2
Method: DFT, ωB97M-V/def2-TZVPD

XYZ file:
```
7
Properties=species:S:1:pos:R:3:lowdin_charge:R:1
C 0.4548 0.0032 0.0325 -0.51
S 0.2786 -1.7651 0.5336 0.65
S -1.3242 2.4941 -0.2535 0.11
H -0.5127 0.6251 -0.0373 -0.14
H 0.8157 0.6323 0.7743 -0.01
H 1.0812 0.1657 -0.8287 0.04
H -0.7933 -2.1554 -0.2209 -0.14
```

- 2S+1 = 1
- E (eV) = -22768.013
- orbital gap (eV) = 6.331

***

# 2
Molecular formula: C90H218N14O26
Method: DFT, ωB97M-V/def2-TZVPD

XYZ file:
```
348
Properties=species:S:1:pos:R:3:lowdin_charge:R:1
C -1.3088 0.3927 1.3839 -0.01
C -0.1682 0.4538 0.2551 -0.43
C 0.0832 -0.9988 -0.0767 -0.13
C 0.7564 -1.2660 -1.4290 -0.15
C -0.0776 -0.6482 -2.5548 -0.12
C -0.3983 0.8518 -2.2948 -0.43
N -0.8214 1.1283 -0.8669 -0.09
O -1.0395 2.4864 -0.5722 -0.02
C 0.8907 1.6621 -2.6565 -0.02
C -1.5540 1.2393 -3.2182 -0.03
C 1.1917 1.0841 0.7243 0.00
H -0.9251 -0.1137 2.2696 0.07
H -2.1444 -0.1953 1.0041 0.06
H -1.6497 1.3766 1.7062 0.04
H 0.7879 -1.4624 0.6136 0.11
H -0.8099 -1.6229 -0.0457 0.10
H 0.9125 -2.3329 -1.5886 0.10
H 1.7642 -0.8512 -1.4088 0.08
H -1.0202 -1.1695 -2.7222 0.10
H 0.4769 -0.8143 -3.4784 0.08
H 1.0961 1.6654 -3.7270 0.06
H 0.6906 2.7222 -2.5007 0.08
H 1.8658 1.4815 -2.2039 0.05
H -1.9616 2.2196 -2.9714 0.07
H -1.3716 1.0953 -4.2831 0.08
H -2.3841 0.6260 -2.8674 0.06
H 2.0601 0.9226 0.0858 0.06
H 1.4465 0.7322 1.7240 0.07
H 1.1777 2.1373 1.0046 0.05
H -1.9554 2.4440 -0.2876 0.05
C 2.5012 -1.2385 -5.2851 -0.04
C 2.2034 -0.7225 -6.7035 -0.48
C 0.6682 -0.5182 -6.8062 -0.14
C 0.2469 0.2897 -7.9918 -0.19
C 0.8595 1.6963 -7.8429 -0.12
C 2.4556 1.7005 -7.7786 -0.45
N 2.8969 0.5819 -6.8839 -0.12
O 4.2663 0.4922 -6.7211 0.00
C 3.0760 1.5487 -9.1837 -0.02
C 2.7858 3.0952 -7.1384 -0.04
C 2.6012 -1.8345 -7.6785 -0.03
H 2.3946 -0.4362 -4.5550 0.06
H 3.5064 -1.6562 -5.2286 0.08
H 1.8356 -2.0426 -4.9712 0.07
H 0.2027 -1.4455 -7.1402 0.12
H 0.1777 -0.0731 -5.9406 0.11
H -0.8321 0.4417 -8.0190 0.09
H 0.5489 -0.1816 -8.9271 0.11
H 0.4007 2.2699 -7.0375 0.10
H 0.6005 2.2732 -8.7307 0.11
H 4.1380 1.7697 -9.0771 0.08
H 2.9287 0.4947 -9.4191 0.07
H 2.5417 2.1196 -9.9431 0.08
H 3.8708 3.1740 -7.0699 0.07
H 2.3617 3.8751 -7.7709 0.08
H 2.2939 3.3383 -6.1966 0.05
H 2.4544 -1.4097 -8.6715 0.07
H 2.0411 -2.7662 -7.5998 0.08
H 3.6409 -2.1379 -7.5555 0.08
H 4.3898 0.6551 -5.7831 0.08
C 4.4013 3.2082 1.3423 -0.10
O 5.4160 2.2304 1.5559 -0.20
C 5.2789 1.6780 2.8364 -0.23
C 6.5602 0.8234 3.1566 -0.16
N 7.8388 1.5760 3.0464 -0.05
C 8.1722 2.1656 4.3521 -0.20
C 9.5129 2.9476 4.2193 -0.25
O 9.6448 3.6435 5.3855 -0.17
C 10.9905 3.8685 5.7665 -0.11
H 3.4299 2.7139 1.3381 0.06
H 4.4887 3.6857 0.3664 0.08
H 4.3779 3.9247 2.1634 0.07
H 4.3900 1.0808 3.0394 0.11
H 5.2652 2.5285 3.5180 0.11
H 6.5818 0.1069 2.3355 0.10
H 6.5239 0.3347 4.1302 0.09
H 7.6498 2.3586 2.4364 0.09
H 8.3484 1.3168 5.0129 0.11
H 7.3780 2.6938 4.8798 0.11
H 9.5137 3.5682 3.3232 0.12
H 10.2862 2.1874 4.1086 0.12
H 11.0604 4.6852 6.4849 0.08
H 11.6949 4.0992 4.9673 0.09
H 11.3953 3.0492 6.3607 0.08
C -0.2963 -6.7204 0.4343 -0.14
O 0.3151 -7.2191 1.5693 -0.17
C -0.4823 -6.8479 2.6973 -0.24
C -0.4759 -7.8577 3.8323 -0.21
N 0.8734 -7.9323 4.3868 -0.05
C 1.0306 -8.9646 5.4214 -0.21
C 1.0154 -10.3820 4.9179 -0.19
O -0.3534 -10.8513 4.6611 -0.21
C -0.5077 -12.2532 4.3635 -0.09
H -0.2440 -5.6335 0.3701 0.08
H -1.2823 -7.1792 0.3611 0.10
H 0.3211 -7.1091 -0.3756 0.09
H -1.5241 -6.6499 2.4453 0.11
H -0.1422 -5.8814 3.0692 0.11
H -0.8929 -8.7676 3.4008 0.11
H -1.2217 -7.4652 4.5236 0.12
H 1.4886 -8.1230 3.6088 0.10
H 0.3073 -8.6670 6.1807 0.12
H 2.0472 -8.7452 5.7477 0.11
H 1.6131 -10.9634 5.6199 0.11
H 1.5947 -10.4544 3.9974 0.12
H -0.0313 -12.8809 5.1166 0.08
H -0.1462 -12.4816 3.3608 0.08
H -1.5835 -12.4273 4.3431 0.08
C 1.4353 6.8197 -2.5094 -0.11
O 2.1542 7.6739 -1.6491 -0.16
C 2.0387 7.4053 -0.2618 -0.21
C 2.1586 5.9524 0.2559 -0.20
N 2.6205 5.7346 1.6150 -0.04
C 1.5628 5.8544 2.6219 -0.19
C 0.9106 4.5283 2.8690 -0.22
O -0.1702 4.6405 3.8391 -0.18
C -0.6861 3.3287 4.1536 -0.10
H 1.2715 5.7793 -2.2286 0.08
H 2.1259 6.7711 -3.3513 0.07
H 0.5101 7.2433 -2.9000 0.08
H 1.1109 7.8473 0.1013 0.10
H 2.7985 8.0264 0.2126 0.12
H 2.9022 5.4987 -0.3994 0.11
H 1.1647 5.5786 0.0099 0.11
H 3.3773 6.3754 1.8063 0.11
H 0.7511 6.5512 2.4131 0.11
H 1.9757 6.2262 3.5596 0.13
H 1.5728 3.7318 3.2083 0.11
H 0.5544 4.0164 1.9750 0.10
H 0.0972 2.6091 4.3917 0.08
H -1.2077 2.8703 3.3134 0.05
H -1.5132 3.2806 4.8619 0.08
C -6.6907 -1.9755 -4.2289 -0.11
O -6.1850 -1.6152 -5.4837 -0.19
C -4.8649 -2.0645 -5.6860 -0.22
C -4.2982 -1.8561 -7.1291 -0.21
N -4.3471 -0.4462 -7.4483 -0.04
C -3.6912 -0.3710 -8.7852 -0.20
C -3.6279 1.0872 -9.2977 -0.18
O -4.9813 1.5408 -9.5886 -0.23
C -5.1739 2.9614 -9.7027 -0.10
H -6.8738 -3.0498 -4.2480 0.09
H -7.5883 -1.4343 -3.9298 0.09
H -5.9473 -1.7618 -3.4609 0.06
H -4.8463 -3.1464 -5.5544 0.11
H -4.1993 -1.6200 -4.9460 0.11
H -4.8832 -2.4009 -7.8701 0.12
H -3.2535 -2.1614 -7.0692 0.12
H -5.3141 -0.2035 -7.6099 0.10
H -4.2143 -1.0205 -9.4871 0.12
H -2.6425 -0.6677 -8.7665 0.10
H -3.1628 1.1649 -10.2805 0.12
H -3.1873 1.8357 -8.6390 0.09
H -6.0296 3.0374 -10.3736 0.08
H -4.3814 3.4467 -10.2723 0.09
H -5.4715 3.3793 -8.7410 0.07
C -6.1571 -0.4736 0.5748 -0.11
O -5.9183 -0.5790 -0.8150 -0.18
C -4.6637 -0.0363 -1.2696 -0.18
C -4.5075 1.5053 -1.1568 -0.14
N -4.1458 1.9239 0.2150 -0.05
C -4.3955 3.2793 0.6050 -0.20
C -4.3799 3.3533 2.1175 -0.18
O -5.3602 2.4784 2.6942 -0.18
C -5.0306 2.1504 4.0045 -0.11
H -7.0880 -1.0120 0.7526 0.10
H -6.3575 0.5410 0.9190 0.07
H -5.4064 -0.8525 1.2684 0.08
H -4.5362 -0.2947 -2.3209 0.09
H -3.8915 -0.6244 -0.7737 0.10
H -5.4546 1.9953 -1.3827 0.10
H -3.7665 1.9288 -1.8349 0.09
H -4.6160 1.3281 0.8813 0.07
H -5.3731 3.6106 0.2549 0.10
H -3.7589 4.0334 0.1421 0.11
H -4.5820 4.3644 2.4710 0.13
H -3.3650 3.1502 2.4591 0.10
H -5.6618 1.3784 4.4447 0.08
H -5.0017 3.0648 4.5970 0.10
H -4.0796 1.6223 4.0735 0.07
C -1.4826 -4.0577 7.0030 -0.10
O -2.4032 -3.1925 6.3635 -0.17
C -1.8329 -2.4389 5.3670 -0.24
C -2.6638 -1.1986 4.9184 -0.17
N -3.6729 -1.4679 3.8701 -0.03
C -4.5544 -2.5629 4.2424 -0.23
C -5.5289 -2.4271 5.4095 -0.22
O -6.2645 -1.2236 5.1665 -0.19
C -6.7820 -0.7609 6.4610 -0.08
H -0.7463 -3.5632 7.6365 0.07
H -0.8210 -4.6632 6.3834 0.08
H -2.1004 -4.6934 7.6373 0.10
H -1.6493 -2.9977 4.4494 0.11
H -0.8380 -2.1062 5.6630 0.11
H -1.9514 -0.4270 4.6266 0.10
H -3.1547 -0.7329 5.7729 0.11
H -4.2734 -0.6575 3.8178 0.07
H -4.1022 -3.5441 4.3869 0.11
H -5.0897 -2.8613 3.3410 0.11
H -4.9126 -2.5296 6.3027 0.11
H -6.2443 -3.2493 5.4289 0.13
H -7.0734 -1.5967 7.0970 0.08
H -7.5986 -0.0501 6.3348 0.08
H -6.0126 -0.2447 7.0351 0.08
C 8.7729 -3.5346 9.0848 -0.08
O 8.0130 -2.6738 8.2192 -0.20
C 7.6488 -3.1200 6.9716 -0.24
C 6.7236 -2.0657 6.2471 -0.17
N 5.3871 -1.7727 6.8350 -0.03
C 4.3701 -0.9306 6.0910 -0.16
C 2.9233 -0.9508 6.5552 -0.29
O 2.8246 -0.5267 7.8135 -0.18
C 1.5215 -0.5501 8.3948 -0.06
H 9.7748 -3.6914 8.6851 0.08
H 8.2984 -4.5045 9.2336 0.08
H 8.9236 -3.0082 10.0273 0.09
H 6.9953 -3.9819 7.1061 0.11
H 8.4768 -3.4938 6.3693 0.12
H 6.5493 -2.4451 5.2403 0.11
H 7.3291 -1.1636 6.1593 0.10
H 5.5336 -1.4212 7.7705 0.10
H 4.3120 -1.2062 5.0380 0.09
H 4.7676 0.0763 5.9632 0.11
H 2.5568 -1.9755 6.4940 0.10
H 2.2374 -0.3164 5.9939 0.12
H 1.2946 -1.5776 8.6792 0.08
H 0.7949 -0.2404 7.6436 0.08
H 1.3959 0.1001 9.2606 0.09
C -8.0137 3.6016 -0.0970 -0.06
O -7.4707 4.9639 0.0411 -0.19
C -7.4985 5.6970 -1.1229 -0.28
C -6.9309 7.0938 -0.9300 -0.16
N -5.4302 6.9036 -0.8772 -0.02
C -4.8112 8.2127 -0.6074 -0.24
C -3.3313 7.9820 -0.4609 -0.27
O -3.1713 7.0353 0.5598 -0.22
C -1.7997 6.4680 0.6133 -0.03
H -7.7460 3.1243 -1.0397 0.06
H -9.0990 3.5603 -0.1890 0.08
H -7.7518 3.0381 0.7985 0.08
H -8.5549 5.8350 -1.3531 0.12
H -7.0210 5.1566 -1.9402 0.12
H -7.3448 7.6375 -0.0807 0.12
H -7.2705 7.5625 -1.8537 0.12
H -5.0548 6.4393 -0.0625 0.08
H -5.2237 8.7117 0.2695 0.11
H -4.9521 8.9372 -1.4096 0.12
H -2.7550 8.8901 -0.2840 0.12
H -2.9621 7.6557 -1.4331 0.12
H -1.6812 5.9467 1.5632 0.08
H -1.0561 7.2299 0.3793 0.07
H -1.8842 5.7281 -0.1826 0.08
C -7.2049 1.9128 -3.7703 -0.12
O -6.4866 3.1021 -3.9855 -0.21
C -5.4547 2.9683 -4.9928 -0.17
C -4.9745 4.3975 -5.2890 -0.24
N -4.2555 4.4509 -6.5146 -0.05
C -2.9055 3.7434 -6.4470 -0.15
C -1.8120 4.6131 -5.7980 -0.20
O -1.4130 5.6708 -6.6870 -0.19
C -0.6212 6.6166 -6.0213 -0.13
H -7.5459 1.3266 -4.6237 0.08
H -8.0381 2.0487 -3.0808 0.08
H -6.4517 1.2399 -3.3604 0.07
H -5.8367 2.5103 -5.9052 0.13
H -4.6025 2.4690 -4.5318 0.11
H -4.3408 4.7466 -4.4738 0.10
H -5.7932 5.1089 -5.1805 0.12
H -4.1328 5.4165 -6.7841 0.11
H -2.6240 3.5807 -7.4873 0.09
H -2.8914 2.7527 -5.9926 0.10
H -0.9825 4.0075 -5.4331 0.11
H -2.2728 5.1683 -4.9810 0.11
H -1.1207 7.2730 -5.3087 0.09
H -0.1424 7.2509 -6.7673 0.09
H 0.2124 6.1189 -5.5258 0.07
C 0.8253 -5.9611 8.6556 -0.08
O 1.3323 -4.6090 8.4112 -0.21
C 2.5883 -4.5770 7.7377 -0.20
C 2.5453 -5.0075 6.2425 -0.18
N 3.9112 -4.8943 5.6470 -0.05
C 4.0194 -5.2494 4.2391 -0.17
C 3.2382 -4.2919 3.2453 -0.21
O 3.7139 -2.9794 3.4078 -0.20
C 2.9404 -2.0683 2.6225 -0.09
H 1.6016 -6.6873 8.8964 0.09
H 0.2767 -6.3060 7.7791 0.06
H 0.0784 -6.0581 9.4435 0.08
H 3.3266 -5.1882 8.2567 0.12
H 2.8760 -3.5320 7.8523 0.10
H 1.8972 -4.3311 5.6851 0.10
H 2.2030 -6.0413 6.1962 0.10
H 4.1048 -3.9190 5.8245 0.07
H 3.5946 -6.2452 4.1127 0.10
H 5.0710 -5.2838 3.9543 0.11
H 2.1681 -4.3405 3.4466 0.10
H 3.2260 -4.5540 2.1874 0.11
H 3.3273 -1.0494 2.6359 0.07
H 1.9025 -1.9704 2.9405 0.08
H 2.9248 -2.4040 1.5856 0.06
C 2.1596 -5.0542 -2.9458 -0.14
O 0.8648 -5.3512 -2.6347 -0.17
C -0.0471 -4.9222 -3.6060 -0.25
C -1.3769 -5.5750 -3.4860 -0.18
N -2.0747 -5.2876 -2.2209 -0.04
C -2.6792 -3.9512 -2.0128 -0.18
C -3.1556 -3.7729 -0.5909 -0.16
O -1.9600 -3.7494 0.2326 -0.21
C -2.2842 -3.5907 1.5216 -0.18
H 2.8084 -5.2021 -2.0824 0.09
H 2.3753 -4.0743 -3.3716 0.08
H 2.4561 -5.7793 -3.7037 0.09
H 0.3244 -5.1308 -4.6093 0.12
H -0.1804 -3.8407 -3.5800 0.11
H -1.1872 -6.6483 -3.4999 0.12
H -2.0251 -5.3391 -4.3299 0.12
H -1.4747 -5.4543 -1.4257 0.06
H -3.5230 -3.9415 -2.7028 0.11
H -1.9685 -3.1973 -2.3513 0.09
H -3.7591 -4.6390 -0.3196 0.13
H -3.7145 -2.8496 -0.4386 0.11
H -1.3874 -3.8892 2.0645 0.09
H -3.2268 -4.0280 1.8508 0.09
H -2.4368 -2.5281 1.7106 0.06
C 4.0756 4.8600 -4.2046 -0.09
O 4.4766 4.0335 -3.1068 -0.18
C 4.3429 2.6790 -3.4004 -0.24
C 4.6440 1.7980 -2.1564 -0.16
N 4.6312 0.3742 -2.5732 -0.04
C 5.6684 -0.4318 -1.9128 -0.18
C 5.2255 -0.7057 -0.4459 -0.22
O 4.0516 -1.4087 -0.4880 -0.22
C 4.1850 -2.8276 -0.6332 -0.09
H 3.0442 4.7217 -4.5290 0.06
H 4.7139 4.5669 -5.0381 0.08
H 4.1840 5.9175 -3.9640 0.09
H 5.0128 2.4443 -4.2275 0.12
H 3.3697 2.4224 -3.8189 0.09
H 3.9644 1.9128 -1.3119 0.10
H 5.6752 2.0582 -1.9180 0.12
H 3.8344 -0.0902 -2.1616 0.07
H 6.6449 0.0480 -1.8466 0.11
H 5.8978 -1.2885 -2.5464 0.11
H 4.9419 0.2319 0.0322 0.11
H 5.9268 -1.2464 0.1897 0.12
H 4.6623 -3.1978 -1.5405 0.08
H 3.2290 -3.3385 -0.7476 0.07
H 4.7574 -3.3276 0.1482 0.09
```

- 2S+1 = 1
- E (eV) = -170937.585
- orbital gap (eV) = 8.539

***

# 3
Molecular formula: C35H52BrDyN12O2SSi
Method: DFT, ωB97M-V/def2-TZVPD

XYZ file:
```
105
Properties=species:S:1:pos:R:3:lowdin_charge:R:1
Dy -5.6331 -16.9584 8.5148 1.33
C -1.4834 -18.0966 6.7049 -0.01
C -2.6749 -17.7597 7.5833 -0.24
N -3.8458 -17.3692 7.0384 -0.14
N -3.8752 -17.3752 5.7135 -0.05
C -5.0641 -17.6084 5.1119 -0.87
N -4.9990 -17.8758 3.7986 0.06
S -6.6639 -17.5047 5.7454 0.56
C -2.5034 -17.7135 9.0010 -0.20
C -1.3143 -18.0886 9.6895 0.02
C -1.2559 -18.0974 11.0733 -0.03
C -2.3850 -17.7060 11.7746 -0.03
C -3.5743 -17.4322 11.0855 -0.12
N -3.6296 -17.3885 9.7493 -0.04
H -1.7640 -18.0216 5.6646 0.06
H -1.1342 -19.0644 7.0352 0.09
H -0.6713 -17.4029 6.8983 0.09
H -4.0899 -18.0334 3.3141 0.13
H -5.8646 -18.1118 3.2864 0.10
H -0.4410 -18.3752 9.1613 0.11
H -0.2957 -18.3105 11.5250 0.13
H -2.4064 -17.7046 12.8526 0.12
H -4.4955 -17.2324 11.6231 0.08
N -7.2380 -12.8883 4.7232 0.23
C -7.1187 -12.9205 6.2614 -0.27
C -5.8000 -13.5673 6.5910 -0.14
C -5.5423 -13.5227 8.0519 -0.32
N -4.6380 -14.6946 8.5077 -0.02
C -6.8285 -13.5266 8.9059 -0.09
C -8.0229 -14.2671 8.1875 -0.29
N -7.7983 -15.7689 8.1468 -0.06
C -8.3681 -13.6592 6.8032 -0.07
H -7.2671 -13.8123 4.3621 0.14
H -8.0533 -12.3213 4.4102 0.19
H -6.3473 -12.4578 4.3317 0.20
H -7.1162 -11.8702 6.6324 0.18
H -4.9709 -13.0954 6.0368 0.14
H -5.8451 -14.6067 6.1607 0.11
H -4.9904 -12.5887 8.2327 0.15
H -4.3747 -14.5558 9.4801 0.04
H -3.7684 -14.6035 7.9574 0.11
H -7.0708 -12.4806 9.0766 0.13
H -6.6860 -13.9754 9.9066 0.10
H -8.8777 -14.0520 8.8445 0.13
H -8.1840 -16.2067 7.2998 0.02
H -8.2678 -16.1494 8.9814 0.04
H -9.2385 -12.9564 6.9023 0.15
H -8.5949 -14.4815 6.1084 0.12
N -0.8550 -13.7181 12.4198 0.16
C -1.5945 -13.0961 13.3863 -0.49
O -1.0695 -12.3678 14.2261 0.08
C -3.0688 -13.3064 13.2731 -0.13
C -3.9396 -13.3336 14.3799 0.03
C -5.1560 -13.9993 14.2157 -0.03
C -5.5888 -14.3309 12.9214 -0.13
N -4.8707 -14.0272 11.8351 0.05
C -3.6266 -13.5328 12.0279 -0.11
H 0.1355 -13.5449 12.4814 0.12
H -1.1284 -14.6289 12.0721 0.09
H -3.6539 -12.8666 15.3464 0.14
H -5.7158 -14.3763 15.0810 0.12
H -6.5585 -14.7734 12.6610 0.08
H -3.0994 -13.3103 11.0903 0.11
C -10.3818 -18.6193 12.3474 -0.21
Si -9.5615 -16.9715 12.0032 0.39
C -9.7034 -15.9636 13.5728 -0.19
C -10.5066 -16.3455 10.5648 -0.20
C -7.7419 -16.9246 11.5550 -0.25
C -6.7838 -16.7033 10.8052 -0.26
H -11.0823 -18.5074 13.1995 0.04
H -9.7048 -19.4593 12.6000 0.02
H -10.9855 -19.0057 11.5067 -0.01
H -10.4761 -16.3477 14.2556 0.03
H -9.9407 -14.8769 13.3851 0.05
H -8.8051 -15.9429 14.1656 0.01
H -11.6278 -16.2734 10.6844 0.07
H -10.3397 -17.0300 9.7080 0.03
H -10.1587 -15.2965 10.3349 0.03
Br -9.8660 -20.5576 9.3145 0.75
C -9.8781 -20.8440 7.4272 -0.74
C -10.9101 -21.6439 6.8684 -0.08
C -10.7867 -21.8682 5.5036 -0.07
C -9.7463 -21.3208 4.8021 -0.07
C -8.7859 -20.6074 5.4754 -0.16
N -8.8496 -20.4073 6.7814 0.02
H -11.7867 -22.0235 7.3912 0.11
H -11.4733 -22.5626 5.0327 0.12
H -9.6659 -21.4863 3.7487 0.11
H -7.9113 -20.2048 4.9389 0.09
N -6.1434 -19.2333 8.6746 0.05
C -5.8163 -20.1564 9.3727 -0.16
N -5.6051 -21.1292 10.2496 -0.08
C -6.0428 -20.9207 11.6143 -0.10
C -6.8415 -22.1430 12.1265 -0.13
O -5.9430 -23.2954 12.0785 -0.13
C -5.6370 -23.5999 10.7110 -0.16
C -5.0192 -22.4115 9.9412 -0.11
H -6.6336 -20.0249 11.6634 0.11
H -5.1497 -20.7793 12.1826 0.13
H -7.8011 -22.3130 11.5877 0.12
H -7.0876 -22.0108 13.2082 0.14
H -6.4930 -23.9497 10.1166 0.13
H -4.8539 -24.3738 10.7782 0.14
H -5.0921 -22.5647 8.8544 0.14
H -3.9768 -22.3706 10.2246 0.12
```

- 2S+1 = 6
- E (eV) = -171941.566
- orbital gap (spin up / spin down) (eV) = 7.060 / 7.075
- total charge = +2

***

> Which value of E does entry 1 give?

-22768.013 eV